ORCA calculation (ωB97M-V/def2-TZVPD) on C52H45AsClIMoN5O3PS as an isolated structure.

Properties
Total energy   -171676.12293 eV
Total charge   +2
Relative energy (zero: lowest compared OMol25 entry of this formula, charge and spin)   177.9 kJ/mol
Spin multiplicity   3
E_HOMO (alpha / beta)   -11.38 / -11.38 eV

```
111
Properties=species:S:1:pos:R:3:forces:R:3
Mo 1.05516 1.11297 -0.10441 -0.0356 0.4629 -0.1670
C 4.20928 2.62795 2.87042 -0.0026 -0.0077 0.0026
C 2.73318 2.63053 2.62124 0.0170 -0.0184 -0.0001
C 2.00535 1.43864 2.59531 -0.1234 -0.0219 -0.0416
C 0.61709 1.44604 2.39130 0.0976 -0.2606 0.0168
C -0.04883 2.65498 2.15308 -0.0681 -0.0262 0.0830
C 0.67210 3.84234 2.20641 0.0103 0.0510 0.0194
C 2.03952 3.82626 2.44116 -0.0437 0.0374 -0.0159
H 4.41664 2.90961 3.90510 -0.0072 -0.0063 0.0010
H 4.71524 3.35013 2.22934 -0.0016 0.0048 0.0019
H 4.64260 1.64587 2.69126 0.0009 -0.0007 -0.0039
H 2.50935 0.50399 2.80959 0.0164 -0.0145 -0.0090
H 0.05458 0.53809 2.57799 0.0007 0.0109 -0.0107
H -1.12550 2.66072 2.04646 -0.0524 0.0282 -0.0027
H 0.16272 4.78909 2.07452 -0.0036 -0.0084 0.0072
H 2.58335 4.76255 2.49095 -0.0022 -0.0009 -0.0024
Cl 4.19260 6.95605 -2.24405 0.0054 -0.0021 0.0040
C 3.85518 5.38161 -1.63560 0.0052 0.0147 -0.0102
C 4.87603 4.50890 -1.38154 0.0299 0.0000 -0.0020
C 4.63603 3.20587 -0.88385 0.0423 0.0229 0.0107
I 6.21629 1.92710 -0.51153 -0.0147 0.0120 -0.0025
C 3.34492 2.80157 -0.65098 -0.1194 -0.1158 0.1076
O 2.97438 1.61353 -0.16617 0.1841 0.0126 -0.1783
C 2.29156 3.69692 -0.91904 0.0128 0.0320 -0.0118
N 1.04458 3.20823 -0.66362 0.0751 -0.0261 0.0835
C -0.00608 3.98771 -0.87207 -0.0286 -0.0724 0.0194
C 0.11848 5.28864 -1.35711 0.0011 0.0409 -0.0105
C 1.36972 5.79587 -1.62697 0.0115 -0.0203 0.0012
C 2.50603 4.99793 -1.40795 -0.0538 0.0113 0.0133
H 5.89504 4.82027 -1.56703 -0.0031 0.0026 -0.0009
H -0.97991 3.57232 -0.63461 0.0015 0.0104 -0.0132
H -0.77012 5.88427 -1.50894 -0.0022 -0.0064 0.0022
H 1.48786 6.80295 -2.00443 0.0015 -0.0001 0.0034
N 5.71811 -6.47444 -4.02357 -0.1137 -0.0147 0.0109
C 5.00615 -5.51591 -3.35375 0.0542 -0.0281 0.0170
C 4.41760 -4.44825 -4.04144 -0.0341 0.0476 -0.0355
C 3.67900 -3.48950 -3.37186 -0.0045 -0.0246 -0.0410
C 3.52949 -3.59257 -2.00151 0.0886 -0.0364 0.0256
C 4.10030 -4.63226 -1.29319 0.0227 -0.0106 0.0245
C 4.83073 -5.59351 -1.96614 0.0142 -0.0178 0.0222
S 3.35427 -1.18428 -1.00244 0.0308 0.0388 -0.1527
O 4.14668 -0.75047 -2.12581 -0.0145 -0.0133 0.0653
O 2.73367 -2.65687 -1.29994 -0.0983 -0.0663 -0.1053
N 1.76842 -0.46167 -1.16204 0.2045 0.0899 0.2363
C 1.28241 -0.07302 -2.37570 -0.1502 -0.1392 -0.0629
N 0.50863 1.01056 -2.14259 -0.0663 -0.0990 0.0340
C -0.12331 1.59150 -3.17124 0.0196 0.0539 0.0382
C 0.03604 1.07454 -4.42952 -0.0009 -0.0140 -0.0333
C 0.87126 -0.04140 -4.56752 0.0144 -0.0051 -0.0281
N 1.50139 -0.62186 -3.55713 -0.0205 -0.0029 0.0476
H 5.93743 -6.35904 -4.99446 0.0289 0.0220 -0.0098
H 6.22651 -7.17510 -3.51898 0.0358 0.0053 0.0151
H 4.54310 -4.37332 -5.11458 -0.0019 0.0025 0.0036
H 3.22371 -2.66413 -3.90160 0.0071 -0.0078 0.0152
H 3.96358 -4.69180 -0.22072 0.0042 -0.0133 -0.0030
H 5.27312 -6.41521 -1.41704 -0.0040 0.0051 0.0048
H -0.74447 2.45273 -2.96338 0.0022 0.0013 -0.0043
H -0.46455 1.50645 -5.28241 0.0013 0.0111 0.0057
H 1.03328 -0.48064 -5.54535 -0.0019 -0.0080 0.0024
C -2.32206 -0.19531 1.05258 -0.0018 0.0648 0.0641
C -3.04256 1.02495 0.49136 0.0945 0.0677 -0.0107
As -4.41286 1.90783 1.67542 0.1575 -0.0723 -0.0356
C -5.95612 0.83412 1.20115 -0.0850 0.0164 -0.0062
C -5.91045 -0.43466 0.62720 0.0197 0.0305 -0.0347
C -7.08280 -1.10910 0.31856 -0.0070 0.0009 0.0036
C -8.31301 -0.52309 0.58452 0.0073 0.0037 0.0030
C -8.36872 0.74169 1.15072 0.0075 -0.0070 0.0072
C -7.19527 1.41967 1.45069 -0.0131 -0.0534 0.0182
C -3.86919 1.07806 3.35725 -0.0658 0.0091 0.0120
C -4.24871 -0.20335 3.74886 0.0291 -0.0192 -0.0163
C -3.74953 -0.75330 4.92185 -0.0060 0.0138 -0.0224
C -2.87155 -0.02702 5.71719 -0.0141 0.0144 -0.0030
C -2.51528 1.26365 5.35215 -0.0116 -0.0073 0.0184
C -3.02212 1.81466 4.18122 0.0225 0.0243 0.0160
P -0.79892 -0.72612 0.18307 -0.0586 0.1236 -0.0580
C -0.16184 -2.05563 1.22787 0.0512 0.0457 0.0945
C 1.14025 -2.02407 1.71715 -0.0120 -0.0325 -0.0244
C 1.60553 -3.02638 2.55573 0.0161 0.0243 -0.0209
C 0.76582 -4.07198 2.90533 -0.0195 -0.0231 -0.0005
C -0.53205 -4.12199 2.40952 0.0136 -0.0094 -0.0016
C -0.99562 -3.12079 1.57371 -0.0354 0.0549 0.0053
C -1.21027 -1.51792 -1.39318 0.0549 -0.0898 -0.0027
C -2.12119 -0.95698 -2.29086 0.0166 0.0076 0.0359
C -2.37297 -1.57473 -3.50549 -0.0157 -0.0171 -0.0171
C -1.70236 -2.74279 -3.84671 0.0044 0.0093 0.0218
C -0.77383 -3.28908 -2.97292 -0.0097 0.0044 -0.0028
C -0.52819 -2.68363 -1.74982 -0.0178 -0.0116 0.0321
H -2.98045 -1.05950 1.15559 -0.0186 0.0128 -0.0734
H -1.98416 0.01538 2.07287 0.0048 -0.0355 0.0063
H -3.56689 0.80088 -0.43596 -0.0334 0.0022 -0.0088
H -2.31545 1.81545 0.26268 -0.0129 -0.0551 -0.0285
H -4.96153 -0.91009 0.40574 -0.0230 0.0015 -0.0018
H -7.03675 -2.09359 -0.12864 -0.0028 -0.0030 0.0009
H -9.22626 -1.05125 0.34548 -0.0017 0.0027 -0.0001
H -9.32468 1.20569 1.35325 -0.0029 -0.0043 -0.0020
H -7.24802 2.41278 1.88175 -0.0038 0.0038 -0.0021
H -4.94615 -0.77031 3.14330 0.0066 -0.0118 0.0049
H -4.05611 -1.74676 5.22275 -0.0033 0.0008 0.0043
H -2.49323 -0.45505 6.63614 0.0047 0.0004 -0.0033
H -1.87060 1.85206 5.99328 -0.0028 -0.0133 -0.0126
H -2.78819 2.84447 3.93045 0.0457 -0.0064 -0.0217
H 1.82049 -1.23304 1.41849 0.0161 0.0243 0.0530
H 2.62229 -2.99587 2.92492 -0.0034 -0.0002 -0.0001
H 1.12424 -4.85741 3.55710 -0.0033 0.0026 0.0023
H -1.18085 -4.94637 2.67257 -0.0022 0.0002 -0.0018
H -2.00291 -3.17567 1.17757 0.0011 -0.0185 0.0217
H -2.63546 -0.03594 -2.05287 -0.0295 0.0121 0.0180
H -3.09685 -1.14496 -4.18563 -0.0020 -0.0002 0.0014
H -1.90527 -3.22546 -4.79361 0.0013 0.0011 -0.0014
H -0.23642 -4.18954 -3.23912 -0.0003 -0.0026 0.0037
H 0.20808 -3.11268 -1.08252 -0.0254 -0.0084 -0.0209
```
Forces are in eV/Å.

***

ORCA calculation (ωB97M-V/def2-TZVPD) on C52H45BrCdF4N7O2PS2 as an isolated structure.

Properties
Total energy   -185614.32426 eV
Relative energy (zero: lowest compared OMol25 entry of this formula, charge and spin)   0.0 kJ/mol
E_HOMO (alpha / beta)   -5.26 / -5.54 eV

```
115
Properties=species:S:1:pos:R:3:forces:R:3
Cd -0.04758 0.24630 -0.44050 -0.0244 0.1144 -0.2703
C 0.72704 5.48837 0.66984 -0.0492 0.0037 0.0057
O -0.38175 5.21340 -0.17946 0.0215 0.0151 -0.0306
C -0.51284 3.84030 -0.17358 -0.0513 -0.0154 0.1935
N -0.04392 3.26787 0.92691 0.1921 0.1778 -0.2339
C 0.81472 4.26217 1.60537 -0.0489 0.0339 -0.0357
C 0.52509 4.67114 3.04095 0.0812 -0.0722 0.0017
C 1.61387 5.11510 3.78869 0.0019 -0.0396 0.0185
C 1.45454 5.59289 5.08027 -0.0141 0.0069 0.0048
C 0.19157 5.63716 5.65270 0.0196 0.0048 0.0122
C -0.89925 5.19463 4.92060 -0.0067 -0.0251 -0.0104
C -0.73272 4.71429 3.62906 -0.0138 0.0277 0.0109
C -1.14348 3.31718 -1.32453 -0.0546 0.0665 -0.0081
C -1.92061 4.22935 -2.10505 0.0033 -0.0301 -0.0077
C -2.42024 3.85904 -3.30971 -0.0238 0.0508 0.0114
C -2.07701 2.58484 -3.81591 0.0212 -0.0446 0.0233
C -1.35979 1.73969 -3.00793 -0.0236 -0.0009 -0.0564
N -0.96449 2.01420 -1.74355 0.0356 -0.0706 0.0969
C -0.85336 0.48298 -3.60383 -0.0234 -0.0356 -0.0076
N -0.36892 -0.50477 -2.97798 0.0403 -0.0050 0.0264
C 0.22024 -1.41905 -3.96866 0.0357 0.0359 -0.0029
C -0.15586 -0.76838 -5.32108 -0.0187 0.0227 0.0393
O -0.81843 0.45697 -4.95741 0.0061 0.0291 -0.0239
C -0.26179 -2.84237 -3.85650 0.0865 -0.0053 0.1290
C 0.63401 -3.88559 -4.06731 0.0110 0.0135 0.0664
C 0.20683 -5.20486 -3.99987 -0.0021 -0.0092 0.0133
C -1.12079 -5.48837 -3.71312 0.0032 -0.0107 0.0055
C -2.01798 -4.44901 -3.50129 -0.0147 0.0013 0.0163
C -1.59229 -3.13126 -3.57785 0.0004 -0.0275 0.0538
H 0.54085 6.42090 1.19726 -0.0010 -0.0009 0.0065
H 1.62523 5.58624 0.05398 -0.0022 0.0106 -0.0009
H 1.84156 3.88890 1.60430 0.0083 0.0266 -0.0091
H 2.60714 5.06961 3.35464 -0.0009 -0.0035 0.0026
H 2.31883 5.92404 5.64219 0.0019 -0.0007 -0.0012
H 0.06073 6.00637 6.66177 -0.0005 0.0018 -0.0009
H -1.89012 5.20886 5.35764 0.0014 0.0017 0.0026
H -1.59588 4.33788 3.10469 0.0755 0.0216 0.0935
H -2.10599 5.21582 -1.70731 0.0076 0.0023 0.0047
H -3.02862 4.53965 -3.89007 -0.0027 -0.0034 -0.0002
H -2.33490 2.27899 -4.81737 0.0040 0.0009 -0.0001
H 1.30556 -1.41296 -3.82086 -0.0590 0.0004 -0.0148
H -0.84583 -1.37796 -5.90397 -0.0152 0.0046 0.0085
H 0.71154 -0.51149 -5.92672 0.0018 -0.0177 -0.0252
H 1.67729 -3.65983 -4.26651 -0.0051 0.0023 -0.0020
H 0.91220 -6.01007 -4.16358 -0.0019 0.0057 0.0013
H -1.45592 -6.51611 -3.65301 -0.0016 -0.0010 -0.0016
H -3.05476 -4.66507 -3.27324 0.0041 -0.0026 -0.0014
H -2.28518 -2.32225 -3.38471 -0.0151 0.0180 0.0032
F -3.27454 -3.15487 5.18024 0.0013 -0.0085 0.0039
C -2.73363 -2.15925 4.47622 -0.0178 0.0267 -0.0097
C -3.27836 -0.89194 4.52027 0.0088 -0.0404 -0.0004
F -4.33620 -0.65180 5.29571 0.0023 0.0020 -0.0053
C -2.70578 0.12121 3.77038 -0.0048 0.0019 -0.0454
F -3.24923 1.33852 3.94765 0.0009 0.0186 -0.0757
C -1.62035 -0.06670 2.92375 -0.0188 0.1085 -0.0548
P -0.90228 1.34554 1.78611 -0.2581 -0.7010 0.2529
C -2.58365 2.06408 1.39906 0.0904 0.1612 0.0733
C -3.49728 1.09970 0.96784 0.0316 -0.0552 0.0215
C -4.74809 1.44745 0.48524 -0.0125 0.0136 0.0080
C -5.13042 2.77875 0.43016 0.0062 -0.0096 0.0028
C -4.23498 3.74765 0.84880 0.0113 -0.0008 -0.0059
C -2.97301 3.39599 1.30996 -0.0205 0.0052 0.0233
C 0.36417 1.65219 3.08465 -0.0672 0.2450 -0.0484
C 1.68805 1.56614 2.66790 0.0324 -0.0445 -0.0113
C 2.72347 1.63628 3.58861 -0.0119 -0.0173 0.0144
C 2.44201 1.80151 4.93640 -0.0062 -0.0029 -0.0039
C 1.12210 1.88242 5.36039 0.0064 0.0082 -0.0040
C 0.08980 1.79598 4.44056 -0.0424 0.0513 0.0252
C -1.04205 -1.33596 2.98372 0.0326 -0.0111 0.0037
Br 0.61884 -1.73341 2.16904 0.0993 0.3064 0.4895
C -1.59613 -2.36839 3.72087 0.0037 0.0094 0.0009
F -1.05117 -3.59177 3.73438 0.0020 -0.0161 -0.0007
H -3.23856 0.04997 1.00145 0.0067 0.0357 0.0145
H -5.42016 0.66694 0.15141 -0.0034 0.0022 -0.0028
H -6.10748 3.05661 0.05672 0.0000 0.0009 0.0004
H -4.50190 4.79607 0.80202 -0.0029 -0.0029 -0.0030
H -2.30154 4.19517 1.57028 0.0032 -0.0367 -0.1176
H 1.90870 1.43271 1.61417 -0.0106 0.0090 -0.0013
H 3.74855 1.55403 3.24948 0.0024 0.0010 0.0043
H 3.24790 1.86287 5.65672 -0.0001 0.0019 0.0006
H 0.89346 2.01682 6.40987 0.0039 0.0017 -0.0002
H -0.93423 1.86219 4.78603 0.0074 0.0119 -0.0080
C -3.21511 -4.32280 0.98354 0.0191 -0.0006 0.0031
N -1.82429 -4.24241 0.58478 -0.0329 -0.0438 0.0135
C -0.88954 -5.25667 0.71367 -0.0150 -0.0090 0.0240
C 0.27532 -4.78395 0.23184 -0.0287 0.0409 -0.0749
N 0.03211 -3.49914 -0.19915 -0.3418 -0.3766 -0.2942
C -1.24793 -3.15567 0.02039 -0.0603 -0.0890 -0.0500
S -2.02404 -1.68025 -0.28318 0.0548 -0.0515 -0.1265
H -3.30251 -5.01641 1.81651 0.0039 -0.0133 0.0034
H -3.83611 -4.65965 0.15336 -0.0038 0.0072 0.0026
H -3.54648 -3.33355 1.29147 0.0019 0.0106 0.0107
H -1.14300 -6.21018 1.13958 -0.0011 0.0033 0.0063
H 1.24613 -5.23716 0.15478 0.0023 -0.0102 -0.0021
H 0.74507 -2.85688 -0.52097 0.1872 0.1056 -0.2075
C 2.06681 -0.08458 -1.01091 -0.0157 0.0522 0.0486
H 2.01231 -0.07977 -2.09782 0.0199 0.0027 0.0241
H 2.76445 0.69074 -0.69508 0.0360 -0.0503 0.0298
C 6.19388 -4.98459 -2.13871 -0.0067 -0.0161 -0.0038
C 5.33539 -3.84931 -2.56414 0.0155 0.0342 -0.0158
C 5.27512 -3.27802 -3.80567 0.0012 -0.0459 0.0231
C 4.43372 -2.19541 -4.06138 -0.0173 0.0234 0.0057
N 3.64323 -1.67025 -3.03966 0.0336 -0.0330 0.0599
C 3.71328 -2.20187 -1.87802 -0.0440 -0.0561 -0.0822
S 2.70302 -1.67808 -0.52365 0.1246 0.1555 -0.0388
N 4.49179 -3.30129 -1.57804 -0.0050 -0.0232 0.0095
C 4.32436 -1.51621 -5.38426 0.0006 -0.0019 -0.0111
H 6.76322 -5.36554 -2.98431 0.0050 0.0065 0.0033
H 5.59786 -5.80748 -1.72966 -0.0020 0.0015 -0.0099
H 6.90505 -4.68319 -1.36122 -0.0073 0.0007 0.0038
H 5.89736 -3.68052 -4.59530 -0.0029 0.0020 0.0004
H 4.65820 -3.51320 -0.60735 0.0230 0.0158 -0.0056
H 4.95055 -2.00381 -6.13140 -0.0015 0.0024 0.0045
H 4.62452 -0.46650 -5.31581 -0.0040 0.0029 0.0017
H 3.29172 -1.52484 -5.74870 -0.0040 -0.0014 -0.0032
```
Forces are in eV/Å.